1.
{"formula": "C4H8N2O", "method": "ωB97M-V/def2-TZVPD", "e_above_lowest_kj_mol": 590.0, "lumo_energy_ev": 0.94, "fmax_ev_per_a": 0.98, "gap_ev": 9.74, "total_charge": 0, "elements": ["C", "C", "N", "C", "C", "N", "O", "H", "H", "H", "H", "H", "H", "H", "H"], "xyz": [[-1.6682, -0.6618, -0.6729], [-0.7117, 0.5017, -0.3792], [-0.5097, 0.6475, 1.0850], [1.7716, 0.9731, -0.6342], [0.7432, 0.1881, -0.3534], [0.5603, -0.6672, 0.7574], [1.7603, -0.8397, 1.4174], [-2.7018, -0.3078, -0.6285], [-1.5495, -1.4302, 0.0979], [-1.4822, -1.1357, -1.6416], [-0.9417, 1.4167, -0.9267], [-1.3929, 0.3797, 1.5399], [2.7175, 0.8921, -0.1157], [1.6100, 1.8419, -1.2590], [1.7610, -1.7846, 1.6459]], "forces_ev_per_angstrom": [[-0.1, 0.0, -0.1], [0.0, 0.1, -0.2], [0.1, -0.5, 0.3], [0.0, -0.1, -0.1], [0.2, 0.2, -0.4], [-0.2, 0.4, 0.0], [-0.2, 0.2, 0.6], [0.1, 0.0, -0.2], [0.0, 0.2, -0.3], [-0.1, 0.2, 0.0], [-0.1, 0.0, 0.3], [0.5, -0.8, 0.3], [0.0, -0.2, -0.1], [0.1, -0.2, -0.3], [-0.2, 0.5, 0.1]]}


2.
{"formula": "C4H8N2O", "method": "ωB97M-V/def2-TZVPD", "e_above_lowest_kj_mol": 821.9, "lumo_energy_ev": 0.76, "fmax_ev_per_a": 5.44, "gap_ev": 9.61, "total_charge": 0, "elements": ["C", "C", "C", "C", "H", "H", "H", "H", "H", "H", "H", "H", "N", "N", "O"], "xyz": [[0.1093, -0.1025, -0.4261], [0.4528, -0.4590, 0.8838], [-0.3901, 0.9317, 1.5296], [-0.0313, 1.3755, -0.6015], [-0.0824, -2.9313, -0.0445], [-0.7691, -2.8931, -1.6363], [1.5955, -0.2096, 0.8502], [0.1457, -1.5051, 1.3115], [-1.6981, 0.6504, 0.8641], [-0.6808, 1.4518, 2.9106], [-1.0659, 1.8703, -0.7230], [0.4135, 1.8907, -1.3787], [0.0167, -2.3642, -1.0748], [-0.2661, -1.0353, -1.2039], [0.3805, 1.8748, 0.6852]], "forces_ev_per_angstrom": [[-2.1, -2.7, -2.3], [1.4, 1.4, 5.1], [-1.4, -0.3, 0.0], [-2.5, 1.5, 1.3], [0.5, 2.5, -2.8], [2.2, 1.5, 1.2], [-1.7, -0.8, 1.4], [0.7, 2.2, -1.0], [3.6, 1.2, 2.4], [1.4, -1.9, -4.5], [0.7, -1.7, 0.1], [2.1, 0.4, -1.5], [-2.7, -3.7, 1.7], [-0.1, 1.3, -2.3], [-2.2, -0.9, 1.2]]}


3.
{"formula": "C4H8N2O", "method": "ωB97M-V/def2-TZVPD", "e_above_lowest_kj_mol": 330.4, "smiles": "CNC1=N[C@@H]1CO", "lumo_energy_ev": 0.62, "fmax_ev_per_a": 0.52, "gap_ev": 9.82, "total_charge": 0, "elements": ["C", "N", "C", "C", "O", "C", "N", "H", "H", "H", "H", "H", "H", "H", "H"], "xyz": [[-2.5131, 0.4169, 0.6526], [-1.2650, -0.3236, 0.8394], [0.7746, -0.0097, -0.9092], [2.1393, -0.5457, -0.5482], [2.9243, 0.4819, 0.0339], [-0.4288, -0.4284, -0.2351], [-0.3687, -0.9139, -1.3933], [-3.3875, -0.1796, 0.9178], [-2.4979, 1.3191, 1.2717], [-2.5992, 0.7217, -0.3917], [-0.7673, -0.0554, 1.6728], [0.8194, 0.9715, -1.3915], [2.6870, -0.8670, -1.4369], [2.0437, -1.4126, 0.1226], [2.4393, 0.8247, 0.7952]], "forces_ev_per_angstrom": [[-0.3, 0.1, 0.0], [0.2, -0.1, 0.1], [0.3, 0.2, 0.0], [-0.1, -0.3, -0.2], [0.0, 0.1, 0.3], [0.0, -0.1, -0.4], [-0.1, 0.2, 0.5], [0.1, 0.0, 0.0], [-0.1, -0.1, -0.1], [-0.1, -0.1, 0.1], [0.0, 0.1, 0.0], [0.0, -0.1, 0.1], [0.0, 0.0, 0.0], [0.0, 0.1, -0.1], [0.2, 0.0, -0.1]]}


4.
{"formula": "C4H8N2O", "method": "ωB97M-V/def2-TZVPD", "e_above_lowest_kj_mol": 499.7, "lumo_energy_ev": [0.11, 0.11], "fmax_ev_per_a": 0.85, "gap_ev": [7.33, 7.33], "total_charge": 0, "elements": ["C", "C", "C", "N", "N", "C", "O", "H", "H", "H", "H", "H", "H", "H", "H"], "xyz": [[0.9667, -0.1133, 0.7757], [-1.3017, 0.8790, 0.0498], [-0.1981, -0.1652, -0.2097], [-1.6244, -0.7039, 0.5271], [1.8714, 1.0135, 0.5956], [0.0126, -0.6248, -1.5009], [-2.1116, 1.6016, -0.4009], [-1.4399, -1.0647, 1.4576], [-2.2184, -1.3094, -0.0406], [1.3810, 1.8928, 0.7170], [2.2612, 1.0108, -0.3398], [1.5276, -1.0442, 0.6668], [0.5908, -0.0807, 1.8017], [-0.7506, -0.5422, -2.2624], [1.0334, -0.7494, -1.8370]], "forces_ev_per_angstrom": [[0.0, 0.0, -0.1], [-0.6, -0.1, -0.6], [0.2, 0.0, -0.1], [0.1, 0.3, 0.0], [-0.1, -0.1, 0.0], [-0.1, 0.2, 0.2], [0.5, -0.4, 0.5], [0.0, 0.1, -0.1], [0.1, 0.1, 0.0], [0.0, 0.0, 0.0], [-0.1, 0.0, 0.0], [0.0, 0.0, 0.0], [0.0, 0.0, 0.0], [0.0, 0.0, 0.0], [0.0, 0.0, 0.1]]}


What is the formula in the first record?
C4H8N2O